{"formula": "C9H7N4O", "method": "the ωB97M-V functional and the def2-TZVPD basis", "multiplicity": 3, "lumo_ha": [-0.15929, -0.29190], "e_tot_ha": -640.91144, "molar_mass_da": 187.2, "s_squared": 2.0476, "fmax_ev_per_a": 5.2, "charge": 1, "elements": ["H", "N", "C", "N", "N", "C", "N", "H", "C", "C", "O", "H", "H", "C", "H", "C", "H", "H", "C", "C", "C"], "xyz": [[-2.672, 0.184, -0.971], [0.030, -0.935, 1.143], [-0.072, 1.559, -1.546], [1.025, -1.706, 1.675], [2.632, -0.820, 0.407], [-2.272, -0.524, 0.976], [2.287, -1.549, 1.342], [-3.272, -0.555, 1.234], [-0.640, 0.607, -0.639], [-1.224, -1.069, 1.643], [0.690, -2.492, 2.537], [-2.390, 1.570, 0.059], [-0.850, 2.230, -2.005], [0.327, -0.154, 0.028], [3.185, 0.656, -1.793], [2.185, 0.658, -1.380], [1.631, 2.125, -2.737], [-1.500, -1.666, 2.466], [1.308, 1.511, -1.989], [1.691, -0.060, -0.269], [-2.100, 0.432, -0.180]], "forces_ev_per_a": [[-2.3, -0.9, -2.7], [-2.8, 1.0, -0.7], [-1.0, -0.7, -0.8], [0.9, 0.0, 0.1], [0.7, 0.6, -0.2], [1.6, 2.6, -2.1], [1.6, -1.2, 0.7], [-1.7, -0.8, 1.2], [0.9, 0.5, 0.2], [-0.8, 0.3, -1.1], [-0.4, -1.3, 1.4], [0.0, -2.4, 0.0], [1.3, -0.5, 0.2], [0.8, 0.4, 0.1], [0.3, -0.5, 0.7], [-0.8, -0.2, 1.0], [0.6, 1.6, -1.9], [0.8, -0.8, 1.0], [-3.9, -0.8, 2.4], [0.8, -0.2, -1.8], [3.4, 3.2, 2.4]]}

{"formula": "C9H7NO2S", "method": "the ωB97M-V functional and the def2-TZVPD basis", "de_lowest_ev": 0.852, "lumo_ha": -0.01687, "e_tot_ha": -950.50478, "molar_mass_da": 193.2, "fmax_ev_per_a": 4.3, "charge": 0, "elements": ["H", "C", "S", "H", "C", "O", "C", "N", "C", "H", "C", "H", "H", "C", "H", "H", "O", "C", "C", "C"], "xyz": [[2.720, -1.022, -3.282], [0.260, 0.392, -1.563], [-1.578, -0.994, 1.832], [-2.863, 0.328, 3.438], [0.349, -0.255, -0.317], [-0.557, -0.916, 2.929], [2.039, -0.817, -2.443], [-2.553, 0.278, 2.484], [2.126, -1.520, -1.196], [2.940, -2.227, -1.137], [1.050, 0.081, -2.603], [1.456, -1.598, 0.862], [-0.485, 1.176, -1.757], [-2.150, 1.514, 2.012], [-0.635, 2.267, 0.446], [0.878, 0.409, -3.613], [-2.673, 2.573, 2.373], [-1.052, 1.411, 0.929], [-0.629, 0.108, 0.721], [1.356, -1.190, -0.112]], "forces_ev_per_a": [[-0.3, -0.2, 0.6], [-2.2, 1.0, 1.4], [2.1, 1.9, 2.7], [-0.1, -0.8, 0.3], [-0.4, 0.4, -0.3], [0.3, -2.4, -0.1], [1.2, -2.4, 1.4], [-0.1, 0.7, -2.6], [1.7, 0.8, -1.8], [0.0, -0.2, 0.3], [0.4, 0.0, -1.7], [0.3, -0.7, 0.6], [0.0, -0.6, 0.5], [-0.5, 2.5, -1.0], [0.1, 0.4, 0.0], [-0.1, 0.8, 0.0], [1.2, -1.9, -0.4], [-0.6, -3.4, 1.3], [-2.1, 3.7, -0.4], [-0.9, 0.2, -0.7]]}

{"formula": "C9H7NOS", "method": "the ωB97M-V functional and the def2-TZVPD basis", "de_lowest_ev": 3.869, "lumo_ha": -0.01725, "e_tot_ha": -875.22173, "molar_mass_da": 177.2, "fmax_ev_per_a": 4.4, "charge": 0, "elements": ["C", "H", "H", "H", "S", "H", "H", "C", "H", "C", "C", "C", "N", "C", "C", "C", "O", "C", "H"], "xyz": [[-1.357, 0.127, 0.173], [-3.476, -2.570, -0.291], [-0.053, -0.846, 1.484], [2.688, -0.216, -2.038], [-2.951, -0.239, -0.544], [-2.016, 2.196, -1.278], [2.870, 0.773, -0.458], [-2.775, -1.854, 0.076], [-1.099, 3.439, -0.522], [3.134, -0.079, -1.035], [-1.324, 2.418, -0.603], [4.097, -0.839, -0.560], [1.528, 1.863, 1.225], [-1.660, -2.006, 0.887], [-0.913, -0.880, 0.942], [-0.781, 1.426, 0.137], [4.914, -1.355, 0.067], [0.447, 1.604, 0.895], [-1.270, -2.962, 1.441]], "forces_ev_per_a": [[-1.7, 0.1, -0.4], [-0.3, -0.5, 0.2], [2.4, 0.4, 1.4], [0.5, -0.1, 0.9], [2.0, -0.8, 0.8], [-3.1, -1.0, -2.5], [-0.1, 0.5, 0.5], [0.5, 0.2, 0.4], [0.9, 1.1, 0.1], [-0.1, -0.9, -1.8], [2.9, -0.4, 3.0], [-0.9, 1.3, 0.5], [-1.3, -0.5, 0.1], [-1.6, -4.1, 0.2], [-0.3, 1.0, -1.0], [-0.2, 1.6, -0.5], [0.6, -0.8, -0.1], [0.9, 1.1, -0.4], [-1.3, 1.8, -1.4]]}

{"formula": "C9H8", "method": "the ωB97M-V functional and the def2-TZVPD basis", "de_lowest_ev": 6.340, "lumo_ha": 0.00898, "e_tot_ha": -347.46658, "molar_mass_da": 116.2, "fmax_ev_per_a": 3.2, "charge": 0, "elements": ["C", "H", "C", "H", "C", "H", "C", "C", "H", "C", "C", "H", "H", "H", "C", "C", "H"], "xyz": [[-0.658, 0.659, -0.164], [2.373, -0.304, 2.379], [0.343, 1.008, -1.152], [2.554, -0.737, 0.012], [1.521, -0.936, 0.421], [-3.933, 0.178, 1.100], [-3.163, 0.281, 0.390], [-0.699, 0.569, 1.321], [1.185, 1.591, -0.781], [0.317, 0.260, 1.976], [0.404, -0.474, -0.669], [-3.531, 0.658, -0.545], [0.132, 1.290, -2.137], [0.073, -1.294, -1.273], [1.456, -0.269, 1.782], [-1.857, 0.431, 0.581], [1.178, -1.991, 0.549]], "forces_ev_per_a": [[1.7, -1.4, -0.4], [-0.5, 0.6, -0.2], [1.2, -0.7, 1.0], [-1.0, -0.9, 0.3], [-1.4, -0.5, -1.8], [-0.3, -0.3, 1.2], [0.5, 1.2, -0.5], [-1.7, 1.1, -0.9], [-0.1, 0.0, 0.2], [0.5, 0.2, 3.1], [0.7, 2.4, 1.8], [-0.1, -0.5, -0.7], [-0.7, 0.1, -1.4], [-0.4, 0.0, -0.4], [2.7, -1.0, -0.2], [-2.4, -0.7, -1.0], [1.3, 0.3, -0.3]]}

> Which formula does entry 3 have?

C9H7NOS

Repeat the third record exactly.
{"formula": "C9H7NOS", "method": "the ωB97M-V functional and the def2-TZVPD basis", "de_lowest_ev": 3.869, "lumo_ha": -0.01725, "e_tot_ha": -875.22173, "molar_mass_da": 177.2, "fmax_ev_per_a": 4.4, "charge": 0, "elements": ["C", "H", "H", "H", "S", "H", "H", "C", "H", "C", "C", "C", "N", "C", "C", "C", "O", "C", "H"], "xyz": [[-1.357, 0.127, 0.173], [-3.476, -2.570, -0.291], [-0.053, -0.846, 1.484], [2.688, -0.216, -2.038], [-2.951, -0.239, -0.544], [-2.016, 2.196, -1.278], [2.870, 0.773, -0.458], [-2.775, -1.854, 0.076], [-1.099, 3.439, -0.522], [3.134, -0.079, -1.035], [-1.324, 2.418, -0.603], [4.097, -0.839, -0.560], [1.528, 1.863, 1.225], [-1.660, -2.006, 0.887], [-0.913, -0.880, 0.942], [-0.781, 1.426, 0.137], [4.914, -1.355, 0.067], [0.447, 1.604, 0.895], [-1.270, -2.962, 1.441]], "forces_ev_per_a": [[-1.7, 0.1, -0.4], [-0.3, -0.5, 0.2], [2.4, 0.4, 1.4], [0.5, -0.1, 0.9], [2.0, -0.8, 0.8], [-3.1, -1.0, -2.5], [-0.1, 0.5, 0.5], [0.5, 0.2, 0.4], [0.9, 1.1, 0.1], [-0.1, -0.9, -1.8], [2.9, -0.4, 3.0], [-0.9, 1.3, 0.5], [-1.3, -0.5, 0.1], [-1.6, -4.1, 0.2], [-0.3, 1.0, -1.0], [-0.2, 1.6, -0.5], [0.6, -0.8, -0.1], [0.9, 1.1, -0.4], [-1.3, 1.8, -1.4]]}